1.
{"formula": "C21H24N5OPS", "method": "ωB97M-V with the def2-TZVPD basis set", "symbols": ["C", "C", "C", "C", "C", "C", "C", "C", "C", "C", "C", "C", "C", "C", "C", "C", "C", "N", "C", "N", "N", "C", "P", "O", "C", "N", "S", "N", "C", "H", "H", "H", "H", "H", "H", "H", "H", "H", "H", "H", "H", "H", "H", "H", "H", "H", "H", "H", "H", "H", "H", "H", "H"], "xyz": [[-4.92749, 0.53686, -0.32901], [-3.94813, 0.04590, 0.22567], [-2.82894, -0.48114, 1.16214], [-1.67824, -1.26684, 0.62026], [-1.47354, -1.64327, -0.89449], [-1.25413, -0.42699, -1.87705], [-2.39885, 0.31077, -2.55489], [-2.20869, 1.43575, -3.52241], [-0.83480, 1.93400, -3.90672], [-0.56889, 3.08044, -4.94947], [0.32076, 1.22224, -3.24170], [0.12623, 0.07970, -2.25963], [-0.64774, -1.76625, 1.68567], [0.60976, -2.61384, 1.22609], [1.58270, -1.66379, 0.35611], [2.82950, -1.12242, 1.17087], [3.76949, -0.34345, 0.11849], [3.05372, 0.74595, -0.58165], [2.90642, 1.96094, 0.22726], [3.92619, 2.68579, 0.55862], [1.52762, 2.30448, 0.58957], [-0.80594, -1.48467, 3.15286], [0.41056, -2.13506, 4.44651], [0.64076, -3.64289, 4.30752], [-1.98691, -0.67565, 3.71737], [-2.27637, -0.35956, 5.06677], [-3.73864, 0.48465, 4.86890], [-4.07276, 0.51118, 3.22570], [-2.98459, -0.18989, 2.66758], [-5.62702, 1.26665, -0.82315], [-0.63673, -2.38182, -1.08428], [-2.42694, -2.17344, -1.23811], [-3.45213, -0.01976, -2.35188], [-3.13110, 1.89672, -3.99782], [-0.61068, 4.11743, -4.47649], [0.44045, 3.00707, -5.45695], [-1.34270, 3.07492, -5.78805], [1.37794, 1.53699, -3.51695], [1.08118, -0.37641, -1.87091], [0.27738, -3.53596, 0.64067], [1.23176, -2.99919, 2.08488], [1.88757, -2.25987, -0.55480], [0.95444, -0.74823, 0.09725], [3.43610, -1.93134, 1.67369], [2.49166, -0.34699, 1.93440], [4.76101, -0.02692, 0.56441], [4.02007, -1.12386, -0.68037], [3.42561, 0.93271, -1.51525], [4.73732, 2.20304, 0.14096], [1.06618, 2.49072, -0.32110], [1.56770, 3.22486, 1.04574], [1.62112, -1.38029, 4.48224], [-0.21925, -1.96997, 5.73492]], "nbo_charge": [-0.216, -0.061, 0.016, 0.017, -0.486, -0.051, -0.123, -0.258, -0.008, -0.652, -0.243, -0.222, 0.090, -0.467, -0.421, -0.420, -0.208, -0.722, 0.568, -0.674, -0.828, -0.397, 1.442, -1.090, 0.113, -0.576, 0.867, -0.541, 0.079, 0.262, 0.248, 0.250, 0.217, 0.220, 0.228, 0.225, 0.226, 0.212, 0.240, 0.232, 0.256, 0.209, 0.237, 0.217, 0.214, 0.181, 0.195, 0.388, 0.336, 0.385, 0.379, -0.059, -0.029], "orbital_gap_ev": 7.3, "homo_energy_ev": -8.8}

---

2.
{"formula": "C21H24N6O3", "method": "ωB97M-V with the def2-TZVPD basis set", "symbols": ["C", "C", "N", "N", "C", "C", "O", "N", "C", "C", "C", "C", "N", "O", "C", "C", "C", "O", "C", "N", "N", "C", "C", "C", "C", "C", "C", "C", "C", "C", "H", "H", "H", "H", "H", "H", "H", "H", "H", "H", "H", "H", "H", "H", "H", "H", "H", "H", "H", "H", "H", "H", "H", "H"], "xyz": [[-1.46349, -0.13657, -4.46198], [-0.88126, 0.07178, -3.10311], [-0.77914, 1.28738, -2.68342], [-0.26691, 1.57123, -1.48260], [-0.33039, 2.96569, -1.08996], [-1.28711, 3.04626, 0.11389], [-2.26660, 2.32620, 0.13522], [-1.02056, 3.93748, 1.09361], [0.20415, 4.69200, 1.24753], [1.23166, 3.85120, 2.00822], [0.65571, 3.39563, 3.35548], [1.59489, 2.38583, 4.01848], [1.79621, 1.25920, 3.31199], [2.10905, 2.58732, 5.09945], [-0.74031, 2.77997, 3.19308], [-1.65319, 3.69846, 2.38057], [0.21066, 0.68241, -0.54783], [0.66192, 1.07956, 0.51998], [0.12062, -0.68634, -1.00232], [0.48189, -1.78458, -0.35966], [0.18757, -2.79351, -1.17670], [0.46755, -4.10236, -0.74202], [1.02319, -5.04669, -1.59664], [1.28900, -6.31969, -1.12339], [1.01671, -6.64811, 0.19381], [0.48893, -5.69470, 1.04979], [0.21410, -4.42195, 0.58732], [-0.38036, -2.39273, -2.34338], [-0.88628, -3.32319, -3.38326], [-0.43778, -1.00346, -2.27291], [-2.42522, -0.64169, -4.38434], [-1.61334, 0.82840, -4.93646], [-0.80062, -0.74596, -5.07320], [-0.73984, 3.52231, -1.93374], [0.67641, 3.30714, -0.85106], [-0.04270, 5.59189, 1.82071], [0.58673, 5.01426, 0.27886], [1.47691, 2.97759, 1.40553], [2.14251, 4.42900, 2.17279], [0.58759, 4.25898, 4.02633], [1.38919, 1.09401, 2.40298], [2.40659, 0.55765, 3.69607], [-0.66646, 1.83165, 2.65887], [-1.17460, 2.59021, 4.17550], [-1.80557, 4.65735, 2.88221], [-2.61837, 3.22259, 2.20475], [1.27195, -4.78486, -2.61297], [1.71975, -7.05434, -1.78691], [1.22633, -7.64320, 0.55546], [0.28932, -5.94367, 2.08076], [-0.18837, -3.66195, 1.23801], [-1.10980, -4.29679, -2.95159], [-0.15563, -3.45623, -4.18241], [-1.79320, -2.91808, -3.82540]], "nbo_charge": [-0.637, 0.204, -0.224, -0.216, -0.311, 0.692, -0.632, -0.438, -0.209, -0.424, -0.312, 0.682, -0.838, -0.629, -0.408, -0.222, 0.641, -0.670, 0.042, -0.220, -0.164, 0.202, -0.245, -0.202, -0.203, -0.196, -0.219, 0.188, -0.658, -0.134, 0.220, 0.242, 0.216, 0.253, 0.218, 0.201, 0.206, 0.234, 0.216, 0.220, 0.428, 0.400, 0.222, 0.219, 0.191, 0.245, 0.221, 0.220, 0.219, 0.222, 0.242, 0.240, 0.229, 0.238], "orbital_gap_ev": 8.8, "smiles": "Cc1nn(CC(=O)N2CCC(C(N)=O)CC2)c(=O)c2nn(-c3ccccc3)c(C)c12", "homo_energy_ev": -8.6, "e_above_lowest_kj_mol": 152.9}

---

3.
{"formula": "C21H24NO7PSTeW", "method": "ωB97M-V with the def2-TZVPD basis set", "symbols": ["W", "C", "C", "C", "C", "C", "C", "H", "H", "H", "H", "H", "H", "C", "C", "C", "C", "N", "C", "C", "C", "C", "C", "C", "C", "H", "H", "H", "H", "H", "H", "H", "H", "O", "S", "O", "O", "O", "C", "C", "O", "P", "O", "Te", "O", "C", "C", "H", "H", "H", "H", "H", "H", "H", "H", "H", "H"], "xyz": [[-0.04179, -0.06629, 0.22288], [-0.85504, -2.96833, 2.68954], [-1.03342, -1.78449, 3.44555], [-0.17755, -0.73268, 3.27507], [0.82408, -0.74945, 2.27113], [0.86025, -1.86630, 1.33428], [0.08283, -3.02295, 1.70752], [-1.42056, -3.85436, 2.95238], [-1.80076, -1.73727, 4.20653], [-0.22460, 0.11061, 3.95071], [1.69099, -0.11698, 2.39416], [1.82860, -2.10796, 0.91784], [0.30464, -3.96785, 1.22221], [-3.06928, -2.87007, -1.20954], [-3.87432, -1.96743, -1.90710], [-3.37623, -0.70869, -2.14490], [-2.12445, -0.32552, -1.67512], [-1.36362, -1.20360, -0.91533], [-1.85822, -2.44835, -0.74327], [-1.49610, 0.95454, -1.97242], [-2.10469, 1.95481, -2.73788], [-1.45616, 3.14901, -2.95326], [-0.20206, 3.38530, -2.39674], [0.39339, 2.40501, -1.62835], [-0.20628, 1.16328, -1.42442], [-3.39546, -3.88517, -1.03503], [-4.85348, -2.25998, -2.25926], [-3.96354, -0.00452, -2.71579], [-1.20209, -3.12497, -0.21964], [-3.09571, 1.81088, -3.14753], [-1.94117, 3.92209, -3.53578], [0.29472, 4.33387, -2.55008], [1.34928, 2.60689, -1.16340], [-1.88687, 1.95614, 2.82348], [-1.50771, 1.66141, 1.48406], [0.00633, 1.64707, 1.29871], [-1.71950, 0.14472, 1.15287], [-2.13070, 2.40840, 0.43379], [1.75947, -2.69553, -3.52695], [0.87160, -1.59325, -2.98949], [1.16082, -1.35046, -1.58760], [2.45981, -0.38348, -1.22203], [1.96490, 0.29083, 0.07803], [3.41290, 0.86164, -2.89149], [3.37841, -1.61904, -0.73029], [4.77310, -1.46884, -0.41722], [5.03389, -2.11279, 0.93042], [1.54760, -2.85485, -4.58443], [1.58215, -3.62367, -2.98192], [2.80926, -2.42447, -3.42548], [-0.18003, -1.87368, -3.02981], [1.01328, -0.66914, -3.54914], [5.04996, -0.41256, -0.41007], [5.34328, -1.96014, -1.20754], [4.46752, -1.59159, 1.70306], [6.09544, -2.07242, 1.17279], [4.71821, -3.15638, 0.90875]], "nbo_charge": [1.838, -0.231, -0.212, -0.173, -0.323, -0.384, -0.216, 0.214, 0.221, 0.239, 0.243, 0.265, 0.208, -0.265, -0.105, -0.242, 0.246, -0.534, 0.102, -0.019, -0.204, -0.174, -0.180, -0.170, -0.336, 0.232, 0.229, 0.232, 0.228, 0.206, 0.215, 0.219, 0.230, -0.925, 2.574, -0.946, -0.889, -0.951, -0.635, -0.067, -0.824, 1.930, -1.063, -0.361, -0.854, -0.062, -0.626, 0.223, 0.211, 0.230, 0.191, 0.218, 0.196, 0.188, 0.214, 0.219, 0.212], "orbital_gap_ev": [6.3, 6.2], "homo_energy_ev": [-7.5, -7.4], "e_above_lowest_kj_mol": 212.1}

---

4.
{"formula": "C21H24O4", "method": "ωB97M-V with the def2-TZVPD basis set", "symbols": ["C", "C", "O", "C", "C", "C", "C", "O", "O", "H", "H", "H", "H", "H", "H", "H", "H", "H", "C", "O", "C", "C", "C", "C", "C", "C", "C", "C", "C", "C", "C", "C", "C", "C", "H", "H", "H", "H", "H", "H", "H", "H", "H", "H", "H", "H", "H", "H", "H"], "xyz": [[-3.76314, -0.68031, 2.93502], [-2.60142, 0.26966, 2.95802], [-1.42307, -0.50790, 3.24301], [-0.27486, 0.25570, 3.24735], [0.88002, -0.61253, 3.20327], [2.21485, -0.15076, 3.32174], [3.28784, -1.19056, 3.05024], [2.51723, 1.00727, 3.64964], [-0.33087, 1.47623, 3.29282], [-4.69573, -0.12316, 2.83742], [-3.67575, -1.36024, 2.08379], [-3.81371, -1.27542, 3.85263], [-2.48073, 0.74915, 1.97686], [-2.75530, 1.04518, 3.72339], [0.68510, -1.66934, 3.05002], [2.87300, -2.19540, 2.90810], [3.84149, -0.90775, 2.14603], [3.99982, -1.21186, 3.88327], [-5.10079, -2.24017, 7.01942], [-4.50180, -0.99079, 6.62648], [-3.16021, -0.81255, 6.76638], [-2.71214, 0.52647, 6.65090], [-1.37609, 0.78468, 6.53770], [-0.40219, -0.26199, 6.57081], [0.95774, 0.11590, 6.47663], [2.12024, -0.58850, 6.87056], [3.38246, 0.04454, 6.65094], [4.56855, -0.59472, 6.93022], [4.57266, -1.92528, 7.37352], [5.87445, -2.62827, 7.59132], [3.34586, -2.55575, 7.62812], [2.14470, -1.88046, 7.47810], [-0.88359, -1.60010, 6.64973], [-2.22191, -1.86692, 6.86942], [-6.16635, -2.02320, 7.00779], [-4.85970, -3.02934, 6.29543], [-4.78256, -2.54219, 8.02671], [-3.46568, 1.31197, 6.60876], [-1.02474, 1.80901, 6.41288], [1.13271, 1.11496, 6.07639], [3.37663, 1.04914, 6.22665], [5.52051, -0.07763, 6.79003], [5.70846, -3.68791, 7.79546], [6.52392, -2.53978, 6.71148], [6.42239, -2.20107, 8.44234], [3.35482, -3.59514, 7.96390], [1.21831, -2.33324, 7.82215], [-0.18971, -2.42716, 6.51266], [-2.56148, -2.88723, 7.06537]], "nbo_charge": [-0.619, -0.069, -0.556, 0.737, -0.579, 0.485, -0.694, -0.677, -0.654, 0.206, 0.208, 0.199, 0.185, 0.179, 0.203, 0.203, 0.226, 0.206, -0.260, -0.479, 0.393, -0.286, -0.099, -0.104, 0.074, -0.096, -0.095, -0.243, 0.075, -0.644, -0.243, -0.130, -0.103, -0.319, 0.212, 0.189, 0.185, 0.242, 0.237, 0.250, 0.251, 0.226, 0.220, 0.235, 0.235, 0.220, 0.216, 0.224, 0.230], "orbital_gap_ev": 4.2, "homo_energy_ev": -6.5, "e_above_lowest_kj_mol": 273.1}